Model a:
Below is C4H7NO as an isolated structure, with properties calculated with ωB97M-V with the def2-TZVPD basis set.

CARTESIAN COORDINATES (ANGSTROEM)
C  -1.17282  -0.90065  -0.06612
O  -0.03936  -1.77157  -0.02186
C  0.75091  -0.74555  0.59797
C  1.17599  1.84096  -0.89039
N  0.08395  1.12213  -0.86480
C  -0.31662  0.31078  0.27699
H  -1.90155  -1.14669  0.71321
H  -1.67148  -0.88911  -1.04221
H  0.89321  -0.91300  1.67172
H  1.72233  -0.61322  0.10881
H  1.59501  1.71922  0.13970
H  -0.46655  1.02955  -1.71409
H  -0.65302  0.95715  1.09107

## Properties
Frontier orbital gap   9.4 eV
Molecular weight   85.1 g/mol

---

Model b:
Below is the molecule C4H7NO, with properties calculated with ωB97M-V with the def2-TZVPD basis set.

CARTESIAN COORDINATES (ANGSTROEM)
C  1.87975  0.33167  0.31488
O  0.61520  -0.15976  0.73219
C  -0.37174  -0.14916  -0.26353
C  -1.57844  -0.93516  0.22881
C  -0.75837  1.25664  -0.56965
N  -1.02881  2.36089  -0.78078
H  2.27712  0.96951  1.10932
H  1.80320  0.93587  -0.59864
H  2.56945  -0.50389  0.13893
H  0.00805  -0.59793  -1.19564
H  -1.29126  -1.97503  0.40268
H  -1.94721  -0.50914  1.16536
H  -2.37768  -0.90160  -0.51702

## Properties
Frontier orbital gap   11.6 eV
SMILES   CO[C@@H](C)C#N
Molecular weight   85.1 g/mol

---

Model c:
Below is a 2-piece molecular cluster, C4H7NO overall, with properties calculated with ωB97M-V with the def2-TZVPD basis set.

CARTESIAN COORDINATES (ANGSTROEM)
N  0.36105  -1.66999  -2.18050
C  0.39291  -1.44207  -1.04706
C  0.45877  -1.16070  0.39165
C  0.60009  0.33007  0.71081
C  -0.71534  1.07708  0.68479
O  -1.78675  0.54774  0.84910
H  -0.45392  -1.54037  0.86003
H  1.30691  -1.71952  0.79724
H  0.96127  0.44269  1.74151
H  1.33649  0.82374  0.06862
H  -0.63565  2.17310  0.53965
H  -1.24165  0.95716  -1.57718
H  -0.58418  1.18105  -1.83866

## Properties
Frontier orbital gap   11.2 eV
SMILES   N#CCCC=O.[H][H]
Molecular weight   85.1 g/mol

---

Model d:
Below is the molecule C4H7NO, with properties calculated with ωB97M-V with the def2-TZVPD basis set.

CARTESIAN COORDINATES (ANGSTROEM)
C  0.40787  -1.71625  -1.18376
C  -0.29661  0.17569  -0.14753
C  -1.22790  0.26678  0.99180
C  1.09621  0.71988  0.07076
N  -0.47482  -0.66513  -1.17807
O  1.57679  -1.72523  -0.94825
H  -1.67185  1.19046  0.94289
H  -0.72849  0.34102  1.95107
H  -2.02275  -0.48725  1.00440
H  1.31859  1.26015  0.98750
H  1.29458  1.43083  -0.88645
H  2.04369  0.08311  0.08437
H  -1.31530  -0.87407  -1.68874

## Properties
Frontier orbital gap (spin up / spin down)   7.5 / 8.5 eV
Molecular weight   85.1 g/mol

---

Ranked by calculated energy, most stable first: model b, model c, model d, model a.